{"formula": "C56H49BBiNO3P2", "method": "ωB97M-V with the def2-TZVPD basis set", "species": ["Bi", "C", "C", "C", "C", "C", "C", "C", "C", "P", "C", "C", "C", "C", "C", "C", "C", "C", "C", "C", "C", "C", "C", "O", "C", "C", "C", "C", "C", "C", "P", "C", "C", "C", "C", "C", "C", "C", "C", "C", "C", "C", "C", "H", "H", "H", "H", "H", "H", "H", "H", "H", "H", "H", "H", "H", "H", "H", "H", "H", "H", "H", "H", "H", "H", "H", "H", "H", "H", "H", "H", "H", "H", "H", "H", "N", "C", "C", "C", "C", "C", "C", "C", "H", "H", "H", "H", "H", "C", "C", "C", "C", "C", "C", "C", "C", "O", "B", "O", "C", "C", "H", "H", "H", "H", "H", "H", "H", "H", "H", "H", "H", "H"], "coordinates": [[0.36, 1.17, -0.01], [-5.07, -1.42, 5.00], [-4.99, -1.09, 3.50], [-6.31, -1.51, 2.81], [-4.78, 0.40, 3.33], [-5.70, 1.32, 3.82], [-5.49, 2.69, 3.72], [-4.33, 3.18, 3.14], [-3.40, 2.29, 2.64], [-1.84, 2.67, 1.78], [-2.63, 3.01, 0.14], [-2.96, 1.91, -0.66], [-3.63, 2.08, -1.85], [-3.98, 3.35, -2.28], [-3.67, 4.45, -1.49], [-3.01, 4.28, -0.28], [-1.29, 4.31, 2.35], [-1.46, 4.69, 3.68], [-0.88, 5.86, 4.15], [-0.11, 6.65, 3.30], [0.09, 6.26, 1.98], [-0.49, 5.09, 1.51], [-3.65, 0.91, 2.72], [-2.69, 0.12, 2.11], [-2.80, -1.23, 2.19], [-1.79, -1.98, 1.58], [-1.79, -3.37, 1.68], [-2.80, -4.01, 2.37], [-3.82, -3.26, 2.94], [-3.84, -1.87, 2.87], [-0.31, -1.30, 0.75], [-0.14, -2.28, -0.76], [1.12, -2.57, -1.29], [1.22, -3.27, -2.48], [0.07, -3.67, -3.15], [-1.18, -3.39, -2.63], [-1.29, -2.69, -1.44], [0.97, -1.69, 1.96], [1.71, -2.87, 1.95], [2.63, -3.10, 2.96], [2.80, -2.17, 3.97], [2.06, -0.99, 3.99], [1.15, -0.75, 2.98], [-5.91, -0.89, 5.46], [-4.15, -1.11, 5.51], [-5.22, -2.48, 5.16], [-7.16, -1.00, 3.26], [-6.47, -2.58, 2.90], [-6.28, -1.25, 1.75], [-6.61, 0.97, 4.30], [-6.24, 3.37, 4.10], [-4.16, 4.25, 3.07], [-2.76, 0.90, -0.30], [-3.92, 1.22, -2.45], [-4.51, 3.49, -3.21], [-3.97, 5.44, -1.79], [-2.79, 5.14, 0.34], [-2.04, 4.08, 4.35], [-1.03, 6.17, 5.17], [0.35, 7.55, 3.67], [0.69, 6.86, 1.32], [-0.33, 4.79, 0.48], [-1.00, -3.94, 1.22], [-2.81, -5.08, 2.45], [-4.61, -3.76, 3.47], [2.02, -2.26, -0.78], [2.20, -3.51, -2.88], [0.16, -4.23, -4.08], [-2.07, -3.72, -3.14], [-2.27, -2.48, -1.02], [1.57, -3.60, 1.17], [3.22, -4.01, 2.95], [3.51, -2.36, 4.77], [2.19, -0.28, 4.79], [0.55, 0.16, 2.98], [0.11, 0.47, -2.10], [-0.35, 0.50, -3.15], [-0.89, 0.51, -4.45], [-1.73, -0.54, -4.87], [-2.31, -0.47, -6.12], [-2.06, 0.62, -6.95], [-1.24, 1.66, -6.53], [-0.65, 1.61, -5.28], [-1.90, -1.38, -4.22], [-2.96, -1.26, -6.46], [-2.50, 0.66, -7.94], [-1.06, 2.51, -7.17], [-0.01, 2.41, -4.93], [7.65, -2.92, -3.15], [7.65, -1.42, -2.83], [7.51, -0.64, -4.14], [8.98, -1.02, -2.17], [6.50, -1.14, -1.87], [6.55, -1.65, -0.56], [5.54, -1.46, 0.37], [4.46, -0.72, -0.04], [3.30, -0.37, 0.65], [2.55, 0.33, -0.25], [3.17, 0.44, -1.47], [4.38, -0.22, -1.33], [5.37, -0.41, -2.26], [8.46, -3.16, -3.84], [6.71, -3.22, -3.61], [7.79, -3.52, -2.24], [8.38, -0.86, -4.77], [7.49, 0.44, -3.96], [6.62, -0.93, -4.69], [9.79, -1.13, -2.89], [9.22, -1.65, -1.31], [8.95, 0.01, -1.84], [7.41, -2.23, -0.26], [5.61, -1.87, 1.37], [5.27, 0.01, -3.25]], "lumo_ha": -0.21844, "gap_ev": 6.650, "spin_multiplicity": 1, "relative_energy_kcal_mol": 42.4, "total_charge": 2}

{"formula": "C56H50AsCl5F6N4O4P2SeTeW", "method": "ωB97M-V with the def2-TZVPD basis set", "species": ["W", "O", "P", "C", "P", "O", "C", "C", "C", "C", "C", "C", "C", "C", "C", "C", "C", "C", "C", "C", "C", "C", "C", "C", "C", "C", "C", "C", "C", "C", "H", "H", "H", "H", "H", "H", "H", "H", "H", "H", "H", "H", "H", "H", "H", "H", "H", "H", "H", "H", "H", "H", "Cl", "C", "C", "Cl", "C", "Cl", "C", "O", "C", "Cl", "C", "Cl", "Se", "N", "C", "C", "C", "C", "N", "C", "N", "H", "H", "H", "F", "As", "F", "F", "F", "F", "F", "C", "C", "O", "N", "Te", "C", "C", "C", "C", "C", "C", "C", "C", "C", "C", "C", "C", "C", "C", "C", "C", "C", "C", "H", "H", "H", "H", "H", "H", "H", "H", "H", "H", "H", "H", "H", "H", "H", "H", "H", "H", "H", "H", "H", "H", "H", "H", "H"], "coordinates": [[-0.34, 1.02, 0.05], [-1.96, -0.48, 0.31], [-3.39, -0.55, -0.27], [-3.17, -1.00, -2.05], [-2.02, 0.15, -2.92], [-0.95, 0.51, -1.90], [-2.94, 1.57, -3.53], [-2.78, 2.85, -3.02], [-3.57, 3.88, -3.50], [-4.50, 3.63, -4.50], [-4.62, 2.36, -5.04], [-3.85, 1.33, -4.56], [-1.32, -0.74, -4.34], [-1.33, -2.13, -4.45], [-0.78, -2.74, -5.56], [-0.19, -1.98, -6.56], [-0.18, -0.60, -6.45], [-0.76, 0.01, -5.36], [-4.30, -1.94, 0.44], [-5.68, -1.94, 0.25], [-6.45, -2.98, 0.72], [-5.85, -4.04, 1.39], [-4.48, -4.05, 1.58], [-3.70, -3.00, 1.11], [-4.47, 0.90, -0.10], [-5.23, 1.34, -1.17], [-6.04, 2.45, -1.03], [-6.11, 3.11, 0.19], [-5.37, 2.65, 1.27], [-4.55, 1.55, 1.13], [-4.13, -1.07, -2.54], [-2.72, -2.00, -2.02], [-2.04, 3.04, -2.25], [-3.46, 4.87, -3.09], [-5.12, 4.43, -4.86], [-5.33, 2.18, -5.84], [-3.93, 0.33, -4.97], [-1.76, -2.75, -3.68], [-0.82, -3.81, -5.65], [0.25, -2.46, -7.42], [0.27, 0.00, -7.23], [-0.79, 1.09, -5.31], [-6.16, -1.11, -0.26], [-7.52, -2.98, 0.56], [-6.45, -4.84, 1.77], [-4.01, -4.87, 2.10], [-2.63, -3.01, 1.25], [-5.18, 0.83, -2.12], [-6.61, 2.80, -1.88], [-6.75, 3.97, 0.29], [-5.44, 3.16, 2.21], [-3.94, 1.21, 1.95], [4.04, 6.33, -2.77], [3.44, 4.82, -2.30], [3.97, 4.16, -1.17], [5.26, 4.86, -0.30], [3.43, 2.95, -0.78], [4.01, 2.12, 0.59], [2.33, 2.35, -1.43], [1.76, 1.29, -0.94], [1.90, 2.98, -2.63], [0.70, 2.20, -3.54], [2.43, 4.19, -3.05], [1.83, 4.93, -4.47], [-0.18, -2.40, 0.00], [0.26, -3.38, -1.44], [0.96, -2.64, -2.30], [1.54, -3.01, -3.51], [2.24, -2.07, -4.24], [2.35, -0.77, -3.77], [1.81, -0.40, -2.62], [1.13, -1.26, -1.89], [0.59, -0.92, -0.69], [1.45, -4.03, -3.85], [2.70, -2.32, -5.18], [2.88, 0.00, -4.31], [-2.13, 1.85, -0.24], [-0.96, 3.86, 1.10], [0.98, 2.01, 1.23], [-0.15, 2.69, -0.88], [0.61, 4.49, 0.67], [-1.74, 4.68, -0.20], [-1.20, 5.35, 2.08], [-1.16, -0.14, 3.85], [-0.70, 0.31, 2.50], [-1.31, 1.28, 1.93], [0.21, -0.29, 1.79], [2.16, -0.28, 1.38], [3.40, 0.66, 2.92], [3.14, 1.73, 3.77], [1.78, 2.36, 3.91], [4.19, 2.29, 4.48], [5.50, 1.84, 4.35], [6.64, 2.49, 5.05], [5.74, 0.79, 3.46], [4.72, 0.22, 2.73], [5.05, -0.84, 1.72], [2.36, -2.22, 2.42], [2.14, -2.35, 3.80], [1.86, -1.17, 4.69], [2.21, -3.59, 4.41], [2.52, -4.75, 3.70], [2.57, -6.07, 4.38], [2.77, -4.61, 2.34], [2.70, -3.38, 1.70], [3.09, -3.34, 0.25], [-2.25, -0.13, 3.87], [-0.82, 0.57, 4.60], [-0.79, -1.13, 4.08], [0.98, 1.69, 3.61], [1.74, 3.26, 3.29], [1.61, 2.67, 4.94], [3.98, 3.12, 5.15], [6.32, 3.16, 5.83], [7.23, 3.05, 4.33], [7.30, 1.73, 5.47], [6.75, 0.45, 3.32], [6.08, -0.73, 1.38], [4.39, -0.77, 0.85], [4.94, -1.84, 2.15], [1.45, -0.35, 4.12], [2.79, -0.84, 5.16], [1.18, -1.45, 5.48], [2.03, -3.66, 5.47], [2.48, -5.97, 5.46], [3.51, -6.59, 4.17], [1.76, -6.71, 4.02], [3.05, -5.48, 1.77], [2.57, -4.11, -0.31], [4.16, -3.53, 0.17], [2.89, -2.36, -0.20]], "lumo_ha": [-0.26299, -0.26280], "gap_ev": [4.664, 4.675], "spin_multiplicity": 1, "relative_energy_kcal_mol": 0.0, "total_charge": 2}

{"formula": "C56H53O8P2PdS", "method": "ωB97M-V with the def2-TZVPD basis set", "species": ["C", "O", "C", "C", "C", "C", "C", "C", "S", "C", "C", "O", "C", "C", "H", "H", "H", "H", "H", "H", "H", "H", "H", "H", "H", "H", "H", "H", "C", "C", "C", "C", "O", "P", "O", "C", "C", "C", "C", "C", "C", "O", "C", "C", "C", "C", "C", "C", "Pd", "P", "O", "C", "C", "C", "C", "C", "C", "O", "C", "C", "C", "C", "C", "C", "O", "C", "C", "C", "C", "C", "C", "C", "C", "C", "C", "C", "C", "C", "C", "C", "C", "C", "H", "H", "H", "H", "H", "H", "H", "H", "H", "H", "H", "H", "H", "H", "H", "H", "H", "H", "H", "H", "H", "H", "H", "H", "H", "H", "H", "H", "H", "H", "H", "H", "H", "H", "H", "H", "H", "H", "H"], "coordinates": [[-6.38, 0.47, 5.23], [-5.88, 1.83, 5.23], [-4.53, 1.93, 5.20], [-3.99, 3.24, 5.21], [-2.63, 3.43, 5.18], [-1.74, 2.34, 5.15], [-0.28, 2.67, 5.13], [0.70, 1.63, 5.08], [2.36, 2.04, 5.06], [2.90, 1.01, 6.49], [2.91, 0.83, 3.83], [0.08, 3.87, 5.16], [-2.26, 1.06, 5.14], [-3.64, 0.84, 5.17], [-7.46, 0.50, 5.25], [-6.03, -0.04, 4.32], [-6.00, -0.04, 6.13], [-4.67, 4.07, 5.23], [-2.21, 4.43, 5.19], [0.38, 0.58, 5.06], [3.99, 0.94, 6.49], [2.57, 1.49, 7.41], [2.46, 0.02, 6.40], [4.00, 0.73, 3.85], [2.46, -0.15, 4.05], [2.59, 1.15, 2.84], [-1.60, 0.20, 5.12], [-4.00, -0.18, 5.17], [-0.84, -3.97, -3.83], [-1.70, -3.02, -4.37], [-1.26, -1.69, -4.50], [0.01, -1.38, -4.10], [0.44, 0.01, -4.18], [-0.52, 1.02, -3.30], [-0.04, 2.56, -3.62], [0.75, 2.77, -4.77], [0.23, 3.55, -5.77], [0.94, 3.65, -6.97], [2.15, 2.98, -7.13], [2.66, 2.22, -6.09], [1.95, 2.11, -4.89], [-2.09, 0.80, -3.79], [-2.91, 1.96, -3.97], [-3.97, 1.89, -4.82], [-4.70, 3.06, -5.08], [-4.37, 4.25, -4.47], [-3.31, 4.28, -3.57], [-2.57, 3.12, -3.32], [0.46, 0.70, -1.28], [1.60, -1.11, -0.58], [0.93, -2.62, -0.58], [1.75, -3.78, -0.40], [1.22, -4.88, 0.19], [2.05, -5.99, 0.39], [3.37, -5.97, -0.01], [3.88, -4.83, -0.63], [3.05, -3.73, -0.82], [3.04, -1.05, -1.41], [4.22, -0.67, -0.67], [5.35, -1.43, -0.83], [6.46, -1.14, -0.03], [6.42, -0.10, 0.89], [5.27, 0.67, 1.00], [4.15, 0.37, 0.21], [1.91, -0.81, 1.03], [1.58, -1.81, 1.98], [2.63, -2.39, 2.64], [2.35, -3.43, 3.53], [1.05, -3.85, 3.75], [0.01, -3.24, 3.06], [0.28, -2.20, 2.15], [-1.13, 0.82, 0.24], [-2.52, 0.58, -0.12], [-3.00, -0.74, -0.12], [-4.34, -0.99, -0.39], [-5.20, 0.06, -0.69], [-4.72, 1.36, -0.77], [-3.38, 1.62, -0.48], [-0.47, 2.06, 0.09], [0.91, 2.14, 0.41], [0.88, -2.30, -3.57], [0.44, -3.62, -3.44], [-1.18, -5.00, -3.71], [-2.70, -3.30, -4.68], [-1.94, -0.96, -4.92], [-0.72, 4.06, -5.66], [0.54, 4.24, -7.79], [2.67, 3.02, -8.08], [3.60, 1.68, -6.21], [2.34, 1.49, -4.09], [-4.24, 0.96, -5.31], [-5.54, 3.02, -5.77], [-4.92, 5.16, -4.68], [-3.04, 5.21, -3.06], [-1.74, 3.18, -2.63], [0.19, -4.91, 0.52], [1.64, -6.89, 0.86], [4.01, -6.83, 0.14], [4.91, -4.81, -0.98], [3.47, -2.88, -1.32], [5.41, -2.22, -1.56], [7.37, -1.74, -0.14], [7.28, 0.11, 1.51], [5.24, 1.51, 1.69], [3.27, 1.00, 0.30], [3.65, -2.06, 2.48], [3.17, -3.93, 4.05], [0.83, -4.64, 4.45], [-1.02, -3.56, 3.21], [-0.55, -1.74, 1.63], [-0.62, 0.00, 0.76], [-2.32, -1.56, 0.09], [-4.71, -2.01, -0.38], [-6.25, -0.14, -0.88], [-5.38, 2.17, -1.06], [-3.03, 2.65, -0.52], [-0.98, 2.92, -0.31], [1.37, 1.34, 0.98], [1.47, 3.06, 0.30], [1.87, -2.01, -3.24], [1.11, -4.36, -3.02]], "lumo_ha": -0.15403, "gap_ev": 4.967, "spin_multiplicity": 1, "relative_energy_kcal_mol": 34.2, "total_charge": 1}

{"formula": "C56H54AgCl4GeN4Si", "method": "ωB97M-V with the def2-TZVPD basis set", "species": ["Ag", "Cl", "C", "C", "C", "C", "C", "C", "C", "C", "C", "C", "C", "C", "C", "C", "C", "C", "Cl", "C", "C", "C", "N", "C", "C", "C", "C", "C", "C", "Cl", "C", "C", "C", "C", "C", "C", "N", "C", "C", "C", "C", "C", "N", "C", "C", "C", "C", "Cl", "C", "C", "C", "C", "N", "H", "H", "H", "H", "H", "H", "H", "H", "H", "H", "H", "H", "H", "H", "H", "H", "H", "H", "H", "H", "H", "H", "H", "H", "C", "C", "C", "C", "Ge", "C", "C", "C", "C", "H", "H", "H", "H", "H", "H", "H", "H", "H", "H", "H", "H", "H", "H", "H", "H", "H", "H", "H", "C", "Si", "C", "C", "C", "H", "H", "H", "H", "H", "H", "H", "H", "H", "H", "H"], "coordinates": [[-0.68, -0.63, 0.30], [-2.68, -2.15, -8.83], [-2.40, -1.87, -7.13], [-1.25, -1.21, -6.73], [-1.03, -0.99, -5.38], [-1.95, -1.42, -4.43], [-3.10, -2.08, -4.86], [-3.33, -2.31, -6.20], [-1.71, -1.17, -2.97], [-1.06, -2.23, -2.29], [-0.79, -3.53, -2.84], [-0.14, -4.26, -1.89], [0.03, -3.40, -0.74], [0.66, -3.78, 0.48], [0.98, -5.24, 0.58], [2.19, -5.74, 0.10], [2.48, -7.09, 0.18], [1.55, -7.95, 0.75], [1.92, -9.65, 0.85], [0.35, -7.48, 1.24], [0.06, -6.12, 1.15], [0.94, -3.01, 1.61], [0.85, -1.66, 1.68], [0.84, -1.29, 2.97], [0.45, -0.03, 3.47], [0.65, 0.17, 4.94], [-0.44, 0.11, 5.81], [-0.27, 0.27, 7.18], [1.00, 0.49, 7.67], [1.22, 0.70, 9.39], [2.10, 0.56, 6.83], [1.91, 0.39, 5.47], [-0.22, 1.01, 2.80], [-0.56, 2.30, 3.39], [-1.15, 3.05, 2.42], [-1.23, 2.22, 1.22], [-0.65, 1.03, 1.52], [-1.82, 2.62, 0.01], [-2.06, 1.84, -1.16], [-2.30, 2.36, -2.50], [-2.29, 1.29, -3.34], [-2.03, 0.11, -2.52], [-1.98, 0.51, -1.22], [-2.17, 4.06, -0.12], [-3.48, 4.44, -0.43], [-3.83, 5.77, -0.56], [-2.85, 6.74, -0.38], [-3.28, 8.42, -0.54], [-1.55, 6.40, -0.07], [-1.22, 5.06, 0.05], [1.12, -2.47, 3.80], [1.19, -3.53, 2.96], [-0.55, -2.21, -1.03], [-0.53, -0.87, -7.47], [-0.13, -0.48, -5.04], [-3.82, -2.42, -4.12], [-4.22, -2.83, -6.54], [-1.08, -3.87, -3.83], [0.20, -5.27, -1.97], [2.90, -5.05, -0.33], [3.42, -7.48, -0.19], [-0.36, -8.17, 1.67], [-0.88, -5.74, 1.51], [-1.43, -0.07, 5.40], [-1.12, 0.22, 7.85], [3.08, 0.74, 7.24], [2.76, 0.44, 4.80], [-0.34, 2.60, 4.40], [-1.54, 4.05, 2.52], [-2.41, 3.39, -2.78], [-2.40, 1.30, -4.41], [-4.23, 3.67, -0.56], [-4.84, 6.06, -0.79], [-0.80, 7.17, 0.05], [-0.20, 4.78, 0.28], [1.20, -2.49, 4.87], [1.33, -4.56, 3.22], [4.67, 1.44, 0.83], [3.30, 1.40, 1.48], [2.30, 2.37, 0.86], [1.94, 2.06, -0.59], [1.19, 0.27, -1.05], [2.62, -1.12, -1.25], [2.99, -1.39, -2.70], [3.96, -0.36, -3.29], [5.39, -0.54, -2.80], [5.38, 0.78, 1.33], [5.08, 2.46, 0.86], [4.63, 1.14, -0.22], [3.40, 1.64, 2.55], [2.89, 0.38, 1.44], [2.70, 3.39, 0.94], [1.38, 2.35, 1.46], [2.82, 2.18, -1.24], [1.21, 2.79, -0.96], [0.67, 0.50, -2.50], [2.24, -2.03, -0.77], [3.49, -0.81, -0.66], [2.08, -1.42, -3.31], [3.44, -2.39, -2.80], [3.60, 0.64, -3.05], [3.95, -0.43, -4.38], [5.44, -0.53, -1.71], [6.04, 0.25, -3.16], [5.80, -1.50, -3.14], [-4.70, -1.44, -0.40], [-4.01, -1.14, 1.33], [-5.08, -2.16, 2.52], [-4.28, 0.67, 1.79], [-2.24, -1.62, 1.47], [-5.67, -0.95, -0.52], [-4.84, -2.51, -0.58], [-4.02, -1.05, -1.16], [-6.15, -1.93, 2.42], [-4.80, -1.97, 3.56], [-4.95, -3.23, 2.34], [-5.34, 0.90, 1.89], [-3.86, 1.35, 1.04], [-3.80, 0.91, 2.74], [-2.11, -2.68, 1.22], [-1.88, -1.48, 2.50]], "lumo_ha": [0.04411, 0.04410], "gap_ev": [5.003, 5.002], "spin_multiplicity": 1, "total_charge": -1}